(one)
Density functional theory data (ωB97M-V/def2-TZVPD) for a 2-piece molecular cluster, C3H3N2P overall.

Geometry as XYZ:
```
9
Properties=species:S:1:pos:R:3
C 0.7610 -0.8020 -0.6623
C -1.3478 -0.7241 0.4174
C 0.0299 -0.2441 0.3985
N 1.3347 -1.2382 -1.5447
N -2.4518 -0.9803 0.5394
P 0.2583 1.5786 0.3217
H 0.4870 -0.7680 1.7586
H -0.4269 1.7144 -0.8165
H 1.3556 1.4636 -0.4122
```

Output
- Highest occupied orbital energy: -10.86 eV
- Total charge: 0


(two)
Density functional theory data (ωB97M-V/def2-TZVPD) for a single C3H3N2P molecule.

Geometry as XYZ:
```
9
Properties=species:S:1:pos:R:3
C -0.5271 -0.8626 0.1201
C -1.1808 0.5123 0.1740
C 1.7388 -0.2087 -0.0467
N 0.7420 -0.9276 0.0906
N -0.6714 1.5877 -0.0280
P 3.3370 0.2666 0.1039
H -0.9943 -1.6795 0.4781
H -2.1537 0.4460 0.6210
H 3.2581 1.2695 -0.7201
```

Output
- Highest occupied orbital energy (alpha / beta): -7.62 / -8.99 eV
- Total charge: 0


Tell me which of them is the least stable. Sure, it is (two).


(one)
Density functional theory data (ωB97M-V/def2-TZVPD) for an isolated ion of composition C4H14N3 and charge +1.

Geometry as XYZ:
```
21
Properties=species:S:1:pos:R:3
C 0.5510 -0.6867 1.7066
C -1.0401 1.0138 0.6525
C -0.9580 -1.4468 -0.8507
C 0.2528 0.2629 0.3731
N 1.4733 1.1658 0.0569
N 0.1860 -0.5513 -0.7947
N 0.2033 0.3815 -1.9456
H 1.2212 -1.5096 1.3167
H -0.2388 -1.1321 2.2356
H 0.9809 -0.0326 2.4849
H -1.3698 1.6631 -0.1996
H -1.7701 0.2845 0.8501
H -0.8854 1.4114 1.6954
H -1.1601 -1.8004 0.1529
H -1.8460 -1.0047 -1.4205
H -0.5869 -2.2751 -1.3621
H 2.1453 0.5248 0.5676
H 1.5367 2.0588 0.3930
H 0.6638 -0.0717 -2.7179
H -0.7295 0.6502 -2.2853
H 1.3704 1.0942 -0.9090
```

Output
- Highest occupied orbital energy (alpha / beta): -6.72 / -15.89 eV
- 2S+1: 3
- Total charge: +1


(two)
Density functional theory data (ωB97M-V/def2-TZVPD) for a 2-piece molecular cluster, C4H14N3 overall.

Geometry as XYZ:
```
21
Properties=species:S:1:pos:R:3
C -2.9399 -0.4971 -0.0652
C 2.5703 -1.2203 -0.0441
C -1.7694 0.5018 0.0904
C -0.4333 -0.2287 -0.0969
N 1.1391 1.4976 -0.9848
N 1.2112 1.0232 1.2187
N 0.8023 0.4930 0.0011
H -2.8564 -1.0490 -0.9575
H -3.0459 -1.3190 0.5676
H -3.9469 -0.1260 0.0027
H 1.9645 -2.2021 0.1518
H 2.9728 -1.0796 -0.9597
H 3.1290 -0.7089 0.6418
H -1.8367 1.0999 1.0893
H -1.9204 1.2392 -0.7056
H -0.2243 -1.0974 0.6297
H -0.4901 -0.6149 -1.1022
H 1.7454 2.1417 -0.5960
H 1.5276 1.1721 -1.8417
H 0.9944 0.3195 1.9998
H 0.5375 1.8181 1.4806
```

Output
- Highest occupied orbital energy (alpha / beta): -12.42 / -15.71 eV
- 2S+1: 3
- Total charge: +1


Tell me which of them is the least stable. Sure, it is (one).


(one)
Density functional theory data (ωB97M-V/def2-TZVPD) for a 2-piece molecular cluster, C6H17N4 overall.

Geometry as XYZ:
```
27
Properties=species:S:1:pos:R:3
C 0.5124 -1.2981 -1.9207
C 0.6453 0.0216 -2.7374
C -0.6508 1.2207 -1.0490
C -0.4798 0.2344 -0.0289
C 1.5190 -2.4073 1.2862
C 0.2984 -2.2821 0.4664
N 0.2535 -1.0887 -0.5143
N -0.7282 0.4532 1.2455
N -1.7720 2.6722 2.1657
N -0.4972 0.8600 -2.4432
H -0.4907 -1.8276 -2.1804
H 1.3572 -2.0507 -1.8610
H 1.6456 0.6292 -2.5857
H 0.6572 -0.4706 -3.6892
H -1.6721 1.7559 -1.1206
H 0.0046 2.1145 -0.6411
H 1.5726 -1.6365 2.0328
H 1.4059 -3.4240 1.6609
H 2.4681 -2.3494 0.8316
H 0.1472 -3.1469 -0.0558
H -0.6224 -2.1139 1.0743
H -0.7766 -0.4129 1.8577
H -1.1073 1.3489 1.6320
H -2.5723 3.1131 1.7130
H -1.8771 2.4661 3.1791
H -0.5060 1.6374 -3.0131
H -0.9492 3.2465 2.0756
```

Output
- Highest occupied orbital energy (alpha / beta): -9.33 / -12.41 eV
- 2S+1: 3
- Total charge: +1


(two)
Density functional theory data (ωB97M-V/def2-TZVPD) for a 2-piece molecular cluster, C6H17N4 overall.

Geometry as XYZ:
```
27
Properties=species:S:1:pos:R:3
C 0.9272 1.0656 0.9542
C 1.7713 1.8856 3.0988
C 0.3456 -2.4267 -1.1267
C -1.0061 -2.4689 0.7444
C -1.8337 1.5498 -1.3671
C -0.2015 0.2797 -2.6176
N 0.7302 1.3604 2.2033
N -1.1018 -0.4721 -0.4590
N -0.5044 -1.6174 -0.2964
N -1.0279 0.3749 -1.4408
H 1.7567 1.5207 0.4808
H 2.4060 2.5459 2.6614
H 2.2125 1.1434 3.7363
H 1.3013 2.6420 3.7408
H 1.1921 -2.7604 -0.6490
H -0.1974 -3.3512 -1.5721
H 0.8115 -1.9272 -1.9004
H -0.2350 -2.9283 1.3305
H -1.5219 -1.7887 1.5535
H -1.5943 -3.1495 0.2813
H -1.7161 2.4189 -2.0269
H -2.8745 1.3236 -1.6269
H -1.8868 1.8321 -0.2818
H -0.6805 0.9961 -3.3982
H 0.7637 0.4006 -2.3916
H -0.1867 -0.8047 -3.1522
H 0.0182 0.9825 2.7562
```

Output
- Highest occupied orbital energy (alpha / beta): -8.92 / -13.61 eV
- 2S+1: 3
- Total charge: +1


Tell me which of them is the least stable. Sure, it is (two).


(one)
Density functional theory data (ωB97M-V/def2-TZVPD) for a single C5H7FN2 molecule.

Geometry as XYZ:
```
15
Properties=species:S:1:pos:R:3
C -1.3954 -0.1258 -0.0955
C -0.8600 1.3169 -0.2920
C 1.3021 0.0013 0.1906
C 0.7110 -1.2583 -0.1162
C -0.6474 -1.3485 -0.2582
H -2.4146 -0.2129 -0.7270
H -0.9098 1.8685 -1.4611
H -1.3960 1.9129 0.3750
H 0.9688 1.9708 0.4574
H 3.0777 -0.7849 0.6919
H 1.5886 -1.9833 -0.5231
H -1.0953 -2.3783 -0.3102
N 0.4754 1.2395 0.1871
N 2.5413 0.0815 0.6516
F -1.9463 -0.2993 1.2299
```

Output
- Highest occupied orbital energy: -8.89 eV
- SMILES: [H]/N=C1\C=C[C@@H](F)CN1
- Total charge: 0


(two)
Density functional theory data (ωB97M-V/def2-TZVPD) for a single C5H7FN2 molecule.

Geometry as XYZ:
```
15
Properties=species:S:1:pos:R:3
C 1.8789 -0.7412 0.2757
C 1.5198 -1.9433 1.0635
C 1.3658 0.6530 0.2468
C 0.1466 0.9384 -0.1443
C -2.2287 0.5247 -0.7230
H 2.1926 -2.8033 1.1425
H 0.5240 -2.1505 1.3136
H 1.8172 1.5560 0.9378
H -0.2246 1.9386 -0.1808
H -0.8475 -0.9684 -0.3248
H -3.1973 -0.1359 -0.4974
H -3.0112 2.1806 -1.4933
N -0.9526 0.0861 -0.3275
N -2.1297 1.8268 -1.1405
F 3.1467 -0.9614 -0.1482
```

Output
- Highest occupied orbital energy: -8.48 eV
- SMILES: [H]/N=C/N/C=C\C(=C)F
- Total charge: 0


Tell me which of them is the least stable. Sure, it is (two).


(one)
Density functional theory data (ωB97M-V/def2-TZVPD) for a 2-piece molecular cluster, C3H11N3O2 overall.

Geometry as XYZ:
```
19
Properties=species:S:1:pos:R:3
O 1.2549 0.7676 0.6232
C 0.0486 0.6466 0.4574
N -0.7041 -0.3035 1.0496
C -0.2080 -1.5065 1.7868
N 1.1396 -1.9050 1.6598
C -0.7067 1.5942 -0.5693
N 0.2374 2.0474 -1.5518
H -1.7083 -0.2406 1.0001
H -0.3671 -1.2503 2.8546
H -0.9671 -2.2766 1.6888
H 1.8142 -1.1618 1.6214
H 1.2819 -2.4719 0.8290
H -1.1463 2.4006 0.0109
H -1.4672 0.9851 -1.0499
H 0.6867 1.3135 -2.0859
H 1.0624 2.5270 -1.2297
H -0.4500 -0.3591 -1.9820
H -0.1425 -1.0988 -3.2789
O -0.8780 -0.9463 -2.6355
```

Output
- Highest occupied orbital energy: -9.08 eV
- SMILES: NCNC(=O)CN.O
- Total charge: 0


(two)
Density functional theory data (ωB97M-V/def2-TZVPD) for a 2-piece molecular cluster, C3H11N3O2 overall.

Geometry as XYZ:
```
19
Properties=species:S:1:pos:R:3
C 1.3454 -1.4484 -0.0179
C 1.8622 -1.5777 -1.4427
O 0.3520 -0.2971 -0.0528
O 0.7208 -2.6091 0.4387
H -0.0616 -2.7609 -0.1076
H 0.4086 -0.3294 0.9413
H 2.1799 -1.2815 0.6791
H 2.4675 -2.4764 -1.5384
H 1.0202 -1.6370 -2.1296
H 2.4605 -0.7096 -1.7009
C -2.3035 0.9895 1.5999
N -0.3114 2.5667 -0.7725
N -0.9424 2.3182 0.3566
N -1.6214 1.2655 0.3652
H -0.3422 1.8768 -1.5183
H 0.2344 3.4098 -0.8397
H -2.3698 -0.0970 1.7193
H -1.7838 1.4075 2.4710
H -3.3153 1.3900 1.5490
```

Output
- Highest occupied orbital energy: -8.73 eV
- SMILES: C/N=N/N.CC(O)O
- Total charge: 0


Tell me which of them is the least stable. Sure, it is (two).


(one)
Density functional theory data (ωB97M-V/def2-TZVPD) for a 10-piece molecular cluster, C4H26NO11 overall.

Geometry as XYZ:
```
42
Properties=species:S:1:pos:R:3
C 1.3152 -1.9211 -0.0229
N 0.1662 -1.3208 0.2902
C 0.0466 0.1245 0.7021
C -1.0187 -2.1551 0.5197
C -2.2581 -2.0974 -0.1441
O -2.8879 -0.7324 0.2142
O 2.3885 -1.2903 -0.2384
H 1.5044 -2.9914 -0.0389
H 0.5912 0.1733 1.6804
H 0.5756 0.7491 -0.0255
H -1.0387 0.3974 0.9154
H -1.0400 -2.8931 1.3616
H -1.9481 3.3869 0.3417
H -3.0224 -2.7432 -0.1760
H -2.0116 -1.9792 -1.3460
H -0.4159 -0.0569 3.2172
H -1.6241 -0.5208 2.4639
O -1.3311 -0.3831 3.3872
H -0.6137 -1.9380 -3.2399
H -0.7375 -3.4684 -2.8455
O -0.9479 -2.8519 -3.4772
H 2.9962 0.5432 -2.7755
H 3.0686 0.0973 -1.2033
O 2.9433 0.8233 -1.8139
H 1.3990 1.2276 -3.0665
H 0.2654 0.4113 -3.6858
O 1.1310 0.7826 -3.9061
H 1.6152 1.5575 3.8993
H 1.9432 1.2202 2.3862
O 1.2517 1.1870 3.0206
H -1.6846 3.5327 1.7834
H -3.6466 -0.6123 -0.2853
O -1.5588 4.0298 1.0153
H -1.8581 1.2678 2.6877
H -1.9318 1.3603 1.1724
O -2.3267 1.7902 1.9987
H 0.0740 0.0425 -1.4830
H -1.3746 0.2228 -1.7104
O -0.4786 0.5459 -1.9537
H 3.0263 0.8071 0.2839
H 3.3495 2.1109 -0.1569
O 3.4248 1.5533 0.6890
```

Output
- Highest occupied orbital energy: -3.03 eV
- Total charge: -1


(two)
Density functional theory data (ωB97M-V/def2-TZVPD) for a 10-piece molecular cluster, C4H26NO11 overall.

Geometry as XYZ:
```
42
Properties=species:S:1:pos:R:3
O -3.6954 -0.5515 -1.4875
C -2.6573 -1.0647 -1.8400
C -1.4210 -0.2469 -2.1441
C -0.5812 -0.3780 -0.8057
C 0.8139 0.0841 -1.2608
O 1.8260 0.0030 -0.3181
N -1.6646 1.0511 -2.6813
H -2.5384 -2.0946 -2.0916
H -0.9526 -0.8008 -3.0068
H -0.4779 -1.4099 -0.3781
H -0.9421 0.2605 -0.0179
H 1.1760 -0.6510 -2.0721
H 0.7131 1.1145 -1.6961
H -0.8476 1.6508 -2.7688
H -2.5764 1.4541 -2.7821
H 1.2359 -0.7016 0.8762
H 1.2717 -1.1227 2.4696
O 0.7250 -1.1440 1.6812
H 2.4454 -1.9890 -0.8071
H 2.1012 -2.7505 0.5371
O 2.5007 -2.8023 -0.3285
H -3.3261 0.9367 0.2101
H -2.4910 2.2211 0.7173
O -3.2826 1.6704 0.8164
H -1.1821 -3.1297 1.1541
H -1.7276 -1.6729 1.4219
O -1.9779 -2.6083 1.2370
H 4.1480 -0.9453 -1.0531
H 3.2138 0.2938 -0.8854
O 4.2073 0.0142 -1.0698
H 1.6069 1.3212 0.5068
H 1.1774 1.4569 2.1784
O 1.5261 1.8533 1.3872
H -0.7476 2.9238 -0.2814
H -0.2782 2.6021 1.2644
O -0.8752 3.0944 0.6526
H 3.5308 0.7862 1.8370
H 3.8360 -0.1618 0.5996
O 3.9126 -0.0807 1.6071
H -0.7855 0.0822 2.1119
H -1.7522 1.0887 1.9812
O -1.1661 0.7708 2.7018
```

Output
- Highest occupied orbital energy: -6.55 eV
- Total charge: -1


Tell me which of them is the least stable. Sure, it is (one).


(one)
Density functional theory data (ωB97M-V/def2-TZVPD) for a 2-piece molecular cluster, CH3I2P overall.

Geometry as XYZ:
```
7
Properties=species:S:1:pos:R:3
C 0.9984 -1.0141 -1.7207
P 1.0166 -0.1659 -0.2482
I -0.5204 1.7420 -0.6461
I -1.6966 0.2255 3.5571
H 1.5918 -1.9216 -1.6532
H 0.2674 -0.7103 -2.5298
H -1.6571 1.8443 3.2409
```

Output
- Highest occupied orbital energy: -9.30 eV
- SMILES: C=PI.I
- Total charge: 0


(two)
Density functional theory data (ωB97M-V/def2-TZVPD) for a 2-piece molecular cluster, CH3I2P overall.

Geometry as XYZ:
```
7
Properties=species:S:1:pos:R:3
C 0.0334 0.5159 0.5124
P 1.4191 -0.3100 -0.2349
I -2.5125 -1.7639 -0.0879
I -0.7158 2.3589 -0.0297
H -0.0322 0.2851 1.6755
H 1.2714 0.3180 -1.4025
H 0.5366 -1.4040 -0.4329
```

Output
- Highest occupied orbital energy (alpha / beta): -9.72 / -8.18 eV
- Total charge: 0


Tell me which of them is the least stable. Sure, it is (two).


(one)
Density functional theory data (ωB97M-V/def2-TZVPD) for a 2-piece molecular cluster, C7H12N overall.

Geometry as XYZ:
```
20
Properties=species:S:1:pos:R:3
C -3.0311 -0.6560 -0.2861
C -2.5257 -0.1169 0.8201
C 0.0092 1.8469 0.1415
C -0.7313 0.8160 -0.6508
C 0.4827 0.4520 -0.0412
C 1.5388 -0.4775 -0.1007
C 2.8522 0.0697 0.2260
N 1.3826 -1.7243 -0.3977
H -2.5546 -1.4660 -0.7946
H -3.9979 -0.4673 -0.7422
H -1.6160 -0.5015 1.2258
H 0.5075 2.4938 -0.5523
H -0.2984 2.2330 1.1733
H -1.4411 0.6722 -1.4347
H 3.5710 -0.7552 0.5575
H 2.7658 0.6643 1.1769
H 3.3561 0.6684 -0.5007
H 0.4834 -2.1076 -0.7445
H -2.9987 0.5658 1.5723
H 2.2455 -2.2095 -0.6477
```

Output
- Highest occupied orbital energy: -13.06 eV
- Total charge: +1


(two)
Density functional theory data (ωB97M-V/def2-TZVPD) for an isolated ion of composition C7H12N and charge +1.

Geometry as XYZ:
```
20
Properties=species:S:1:pos:R:3
C -1.5144 0.3382 0.6436
C -2.7038 0.1487 0.2284
C -0.2349 0.7975 0.0467
C -3.9742 0.1504 -0.3753
C 3.0415 0.5852 0.4073
C 0.7383 -1.4260 0.0214
C 1.9737 0.6011 -0.6788
N 0.7298 0.0098 -0.1921
H -1.2812 0.1993 1.6976
H -4.0367 0.8980 -1.1747
H -4.6863 0.4841 0.3883
H -4.2794 -0.8335 -0.7309
H 2.7261 1.1799 1.2596
H 3.2615 -0.4246 0.7405
H 3.9557 1.0173 0.0122
H -0.2087 -1.8582 -0.3044
H 0.8759 -1.6497 1.0818
H 1.5489 -1.8818 -0.5421
H 2.3062 0.0356 -1.5510
H 1.7620 1.6286 -0.9781
```

Output
- Highest occupied orbital energy (alpha / beta): -12.68 / -12.90 eV
- Total charge: +1


Tell me which of them is the least stable. Sure, it is (two).